Computed, not measured: a 2-piece molecular cluster, C5H6O overall, with ωB97M-V/def2-TZVPD.

Positions of all 12 atoms, in Å:
C (-2.09, -0.48, -0.43)
C (-0.65, -0.19, -0.14)
C (0.47, -0.77, 0.15)
C (1.76, -0.71, 0.43)
C (1.36, 1.79, 0.15)
O (2.27, 2.41, 0.42)
H (-2.37, -1.53, -0.39)
H (-2.33, -0.08, -1.43)
H (-2.71, 0.08, 0.28)
H (2.52, -0.75, -0.35)
H (2.12, -0.63, 1.45)
H (-0.37, 0.88, -0.15)

## Properties
ΔE to the lowest compared entry with this formula, charge and spin, kJ/mol: 242.3
M, g mol⁻¹: 82.1
Total energy, Ha: -269.25396
Orbital gap, eV: 10.40
Charge: 0